No. 1
Computed, not measured: a structure of composition C7H14N3O2 at a distorted geometry, with ωB97M-V/def2-TZVPD.

Values from the calculation:
molecular weight: 172.208 g/mol
energy: -16040.157 eV
net charge: +1
energy relative to the best compared isomer or geometry (same formula, charge and spin): 110.4 kcal/mol

Each line ends with the natural charge from an NBO analysis.
Element x y z (Å)
H: 1.7446 1.0064 1.5207  0.470
H: 3.8339 -0.7510 -0.8090  0.217
N: -2.8715 -2.0948 0.4018  -0.535
H: 0.5422 1.0426 2.5796  0.448
O: -0.0665 1.1338 -0.6031  -0.543
C: 2.7982 -0.6167 -0.9202  -0.286
H: -1.5216 -0.4366 1.9834  0.239
C: 0.0087 0.3758 0.5613  0.331
H: 0.3071 2.1669 1.3887  0.459
C: -0.6870 -2.2600 -0.5514  0.142
H: -1.1411 -2.9305 -1.2984  0.240
H: 2.6123 0.3690 -1.4587  0.193
H: -2.2025 0.6351 0.7562  0.255
H: 2.1947 -1.4263 -1.3948  0.227
O: 2.3361 -0.6984 0.4403  -0.525
H: -0.3495 1.3247 -2.5679  0.221
C: -1.7034 -1.5851 0.3302  0.209
N: 0.5764 -2.1085 -0.3590  -0.461
H: 1.0318 -1.5639 1.6028  0.193
H: 0.5577 -0.1369 -2.0319  0.177
H: -3.5038 -1.7324 1.0913  0.358
H: -1.2117 -0.0981 -2.0779  0.193
N: 0.6788 1.1899 1.5861  -0.740
C: -1.4366 -0.1822 0.9118  -0.559
C: 1.1723 -1.3045 0.5847  0.340
C: -0.3137 0.5555 -1.8286  -0.262

---

No. 2
Computed, not measured: a cluster of 2 separate species, C7H14N3O3 in total at a distorted geometry, with ωB97M-V/def2-TZVPD.

Values from the calculation:
molecular weight: 188.207 g/mol
energy: -18091.794 eV
net charge: +1
energy relative to the best compared isomer or geometry (same formula, charge and spin): 0.0 kcal/mol

Each line ends with the natural charge from an NBO analysis.
Element x y z (Å)
H: 0.4842 1.9922 -2.2164  0.219
H: -1.8878 -0.5601 1.5851  0.195
C: 0.9968 0.4199 -0.2726  0.506
O: 3.0650 -1.9182 -1.5995  -0.477
H: -2.8506 -0.5751 -0.4881  0.191
C: 2.3937 -1.2859 -0.8546  0.793
H: -2.6804 -2.4332 -0.8361  0.187
H: -0.8018 2.6475 0.9976  0.220
H: -1.1389 2.1518 -1.2715  0.245
H: 0.7967 3.1388 1.0515  0.227
C: -0.0632 2.2727 -1.3795  -0.420
H: -3.0355 -1.8928 1.7792  0.250
H: 2.9319 -1.8174 1.1752  0.458
N: 2.2928 -1.3795 0.5535  -0.655
C: -2.2054 -1.4801 -0.3340  -0.076
C: 1.4048 -0.3962 1.0549  0.662
O: 1.0957 -0.1892 2.1848  -0.474
H: 1.4312 0.0005 -2.2770  0.466
N: 1.5530 -0.2513 -1.2332  -0.597
N: 0.4468 1.5771 -0.2293  -0.281
H: 0.1659 3.3314 -1.3321  0.242
H: 0.2388 1.7973 1.9936  0.271
C: 0.1814 2.2541 1.0629  -0.424
C: -2.1251 -1.6033 1.1991  -0.646
O: -0.9057 -1.3586 -0.9827  -0.760
H: -1.3420 -2.2583 1.4920  0.206
H: -0.4422 -2.1841 -0.8227  0.473

---

No. 3
Computed, not measured: the ion C7H14N3O3S with charge +1 at a distorted geometry, with ωB97M-V/def2-TZVPD.

Values from the calculation:
SMILES: CC(C)n1c(O)c[nH]/c1=[NH+]\S(C)(=O)=O
molecular weight: 220.274 g/mol
energy: -28926.161 eV
net charge: +1
energy relative to the best compared isomer or geometry (same formula, charge and spin): 0.0 kcal/mol

Each line ends with the natural charge from an NBO analysis.
Element x y z (Å)
H: -0.7750 -3.3802 -0.7960  0.250
O: 0.5974 3.4611 -0.5415  -0.946
C: 0.6086 -2.4894 1.5689  -0.623
H: -1.8478 -1.9410 -0.7930  0.216
H: 2.1924 -0.0114 -2.9728  0.248
S: -0.7093 3.0963 -0.1449  2.315
C: 1.2755 -1.2321 -1.3334  0.462
H: 1.4447 1.9772 -1.5624  0.483
H: -1.1826 0.8641 0.7740  0.419
H: 1.6411 -1.9795 1.7884  0.228
N: 0.4052 -0.7303 -0.2751  -0.350
C: -1.2767 3.8625 1.3144  -0.912
C: 0.3987 0.6350 -0.4141  0.613
H: 0.1138 -2.9384 2.3580  0.237
N: -0.3728 1.4333 0.4353  -0.846
O: -1.6155 2.9804 -1.2219  -0.874
H: -1.3222 4.9373 1.1648  0.299
C: -0.3240 -1.6200 0.6407  -0.041
H: -2.2790 3.6424 1.5625  0.279
H: -0.6066 3.7705 2.1162  0.281
H: -0.9188 -1.0003 1.2995  0.206
H: -1.8448 -2.9734 0.6858  0.234
O: 1.5700 -2.5259 -1.3416  -0.658
C: 1.6920 -0.1021 -2.0681  -0.154
H: 0.7893 -3.4186 1.0596  0.227
C: -1.2355 -2.5904 -0.0991  -0.625
N: 1.0939 1.0066 -1.5209  -0.499
H: 2.4880 -2.7336 -1.6832  0.531

---

No. 4
Computed, not measured: the molecule C7H14N3O4P at a distorted geometry, with ωB97M-V/def2-TZVPD.

Values from the calculation:
SMILES: CCOC(=O)N(O)P(=O)(N1CC1)N1CC1
molecular weight: 235.180 g/mol
energy: -29431.930 eV
energy relative to the best compared isomer or geometry (same formula, charge and spin): 17.4 kcal/mol

Each line ends with the natural charge from an NBO analysis.
Element x y z (Å)
P: 1.3990 -0.0290 -0.3289  2.322
H: 4.5137 -1.4683 0.8280  0.204
C: -4.8393 -0.5811 0.0384  -0.637
H: -5.0115 -1.4617 -0.5050  0.210
H: -5.7481 0.0001 -0.0657  0.224
O: -1.0574 1.0858 -0.7519  -0.624
C: -3.5592 0.0678 -0.5557  -0.080
N: 2.3959 -1.2302 0.3620  -0.747
C: 3.7490 -1.3033 -0.0289  -0.261
H: 2.3234 -2.2221 -1.4699  0.225
C: -1.1979 -0.0225 -0.3329  0.878
N: -0.1261 -0.7021 0.1337  -0.497
C: 2.6642 2.1364 0.3973  -0.260
O: -2.3573 -0.6528 -0.1122  -0.516
H: 1.0123 2.7536 -0.9099  0.223
H: 3.2938 1.7884 -0.5915  0.222
H: 3.1485 2.4515 1.3436  0.220
H: -3.7308 0.1093 -1.6919  0.206
H: -0.3422 -1.9369 1.4548  0.476
O: -0.1543 -2.0525 0.5260  -0.505
C: 2.7370 -2.3166 -0.5119  -0.236
H: 2.8469 -3.3151 0.0532  0.206
N: 1.4901 1.2932 0.6535  -0.767
O: 1.5748 0.1904 -1.7695  -1.088
H: 0.7856 3.1994 0.6398  0.197
H: -4.8612 -0.6767 1.1717  0.217
C: 1.3259 2.5861 0.0703  -0.221
H: -3.4096 1.0781 0.0310  0.200
H: 4.2655 -0.7605 -0.8525  0.208

---

No. 5
Computed, not measured: the ion C7H14N3S2 with charge +1 at a distorted geometry, with ωB97M-V/def2-TZVPD.

Values from the calculation:
molecular weight: 204.344 g/mol
energy: -33618.387 eV
net charge: +1
energy relative to the best compared isomer or geometry (same formula, charge and spin): 0.0 kcal/mol

Each line ends with the natural charge from an NBO analysis.
Element x y z (Å)
H: -3.0452 0.0003 -1.8324  0.384
S: -1.9682 -2.3534 0.3737  -0.152
C: 1.5177 -1.1595 0.0655  0.271
H: 0.5138 0.6681 2.5434  0.230
S: 3.2880 -1.2677 0.0587  0.173
H: -0.1550 -0.7267 1.8329  0.227
H: -1.1213 0.9119 2.3399  0.254
H: 0.8971 2.6864 0.5228  0.237
C: -0.1097 2.3359 0.4415  -0.640
H: -0.0895 -2.4493 0.5074  0.405
H: -3.7046 -1.4275 -1.2758  0.431
H: -0.5352 2.6719 1.3562  0.238
H: 3.4555 -0.0866 -0.3378  0.151
C: -0.7083 0.0090 -0.6858  -0.359
C: 0.8983 0.0144 -0.5513  0.058
C: -0.3124 0.3638 1.8967  -0.637
H: -0.8535 0.7618 -1.4391  0.241
C: -1.8157 -0.9256 -0.5455  0.179
H: -0.8508 2.7813 -0.3138  0.233
N: -2.9139 -0.7960 -1.3489  -0.707
H: 1.3906 -3.0089 1.0547  0.438
H: 2.1626 0.1177 -2.3144  0.419
C: -0.0594 0.8109 0.4489  0.080
H: 1.5334 1.6284 -1.7820  0.417
N: 0.9222 -2.2140 0.5192  -0.715
N: 1.6639 0.6533 -1.5347  -0.857

---

No. 6
Computed, not measured: a cluster of 2 separate species, C7H14N4 in total at a distorted geometry, with ωB97M-V/def2-TZVPD.

Values from the calculation:
SMILES: CC1(C)CCN1.c1nc[nH]n1
molecular weight: 154.217 g/mol
energy: -13445.249 eV
energy relative to the best compared isomer or geometry (same formula, charge and spin): 16.1 kcal/mol

Each line ends with the natural charge from an NBO analysis.
Element x y z (Å)
C: -4.4770 0.5921 0.5770  0.166
N: -3.5420 -0.9596 -0.6805  -0.283
H: 4.0389 -2.1618 0.9764  0.183
H: -1.6236 -0.0450 -0.5611  0.203
H: 2.8178 2.5048 0.3540  0.207
H: -5.2410 1.1208 1.1289  0.208
H: 3.2998 -1.1217 -1.6517  0.205
H: -5.5433 -1.0458 -0.2806  0.417
N: -4.6854 -0.5355 -0.1114  -0.352
N: 2.7566 -0.4040 1.1958  -0.622
N: -3.2159 0.9419 0.4792  -0.481
H: 1.2954 0.9704 -1.6376  0.215
C: 3.5994 -0.7287 -0.6770  -0.418
H: 4.6409 -0.4159 -0.6607  0.206
C: 3.2199 -1.5884 0.5019  -0.215
H: 0.8489 -0.4741 -0.7159  0.203
H: 1.8481 -0.5256 1.6499  0.355
C: 1.3271 0.5143 -0.6437  -0.630
H: 3.6034 2.0547 -1.1586  0.209
H: 2.4386 -2.2996 0.2084  0.166
C: 3.4610 1.7338 -0.1048  -0.613
C: -2.6763 -0.0334 -0.2939  0.122
H: 0.7180 1.1223 0.0382  0.211
C: 2.7485 0.3910 -0.0648  0.120
H: 4.4498 1.7332 0.3602  0.218